Entry 1:
{"formula": "C19H37NO4P", "method": "wB97M-V/def2-TZVPD", "symbols": ["C", "P", "O", "N", "C", "C", "C", "C", "O", "O", "O", "C", "C", "H", "H", "H", "H", "H", "H", "H", "H", "H", "C", "C", "C", "C", "C", "C", "H", "H", "H", "H", "H", "H", "H", "H", "H", "H", "H", "H", "H", "H", "C", "C", "C", "C", "C", "C", "H", "H", "H", "H", "H", "H", "H", "H", "H", "H", "H", "H", "H", "H"], "xyz": [[-2.931, 3.162, -5.103], [-1.982, 1.598, -5.305], [-3.057, 0.392, -4.990], [-0.876, 1.433, -3.886], [-0.271, 0.236, -3.780], [0.552, -0.004, -2.736], [0.761, 1.016, -1.783], [1.715, 0.688, -0.579], [2.777, 1.218, -0.454], [1.247, -0.245, 0.331], [-0.137, -0.118, 0.463], [0.143, 2.233, -1.925], [-0.685, 2.402, -3.004], [-3.927, 2.960, -5.512], [-2.482, 4.003, -5.633], [-3.040, 3.399, -4.036], [-3.592, 0.232, -5.780], [-0.476, -0.520, -4.530], [1.028, -0.972, -2.623], [-0.575, -0.687, -0.185], [0.288, 3.016, -1.189], [-1.186, 3.359, -3.093], [4.801, 5.295, 3.980], [4.300, 4.466, 2.801], [2.785, 4.271, 2.797], [2.221, 3.515, 4.001], [2.801, 2.118, 4.220], [2.527, 1.165, 3.062], [4.606, 4.799, 4.933], [5.878, 5.448, 3.905], [4.322, 6.276, 3.999], [4.809, 3.499, 2.789], [4.584, 4.973, 1.875], [2.500, 3.751, 1.874], [2.301, 5.252, 2.748], [1.136, 3.434, 3.882], [2.378, 4.106, 4.907], [2.358, 1.701, 5.128], [3.877, 2.175, 4.403], [1.454, 1.075, 2.877], [2.912, 0.170, 3.290], [3.009, 1.500, 2.142], [-4.225, -6.561, -0.238], [-2.710, -6.451, -0.380], [-2.063, -5.559, 0.679], [-2.509, -4.097, 0.658], [-2.286, -3.369, -0.666], [-0.815, -3.282, -1.067], [-4.716, -5.597, -0.385], [-4.627, -7.250, -0.981], [-4.498, -6.937, 0.750], [-2.460, -6.096, -1.384], [-2.280, -7.452, -0.294], [-0.975, -5.610, 0.565], [-2.278, -5.970, 1.669], [-1.977, -3.561, 1.451], [-3.569, -4.035, 0.916], [-2.685, -2.353, -0.572], [-2.855, -3.847, -1.467], [-0.216, -2.785, -0.297], [-0.714, -2.707, -1.993], [-0.397, -4.272, -1.244]], "lowdin_charge": [-0.2369, 0.9371, -0.2755, -0.1623, -0.0638, 0.0393, -0.0505, -0.3693, 0.1958, 0.0092, 0.0214, 0.0553, -0.0452, 0.0570, 0.0549, 0.0401, 0.0721, 0.1395, 0.1436, 0.0839, 0.1527, 0.1314, -0.1086, -0.2707, -0.2333, -0.2273, -0.2613, -0.1129, 0.0670, 0.0711, 0.0760, 0.0996, 0.1033, 0.0894, 0.1083, 0.1077, 0.1031, 0.1066, 0.1021, 0.0708, 0.0775, 0.0495, -0.1085, -0.2691, -0.2251, -0.2227, -0.2642, -0.1087, 0.0644, 0.0717, 0.0784, 0.0966, 0.1073, 0.1025, 0.1140, 0.1119, 0.1055, 0.0985, 0.1023, 0.0671, 0.0526, 0.0774], "charge": 1, "lumo_ev": -4.79, "e_tot_ha": -1442.8991, "orbital_gap_ev": 7.675, "fmax_ev_per_a": 2.70}

Entry 2:
{"formula": "C19H38AlBCl2FNO8P2S", "method": "wB97M-V/def2-TZVPD", "symbols": ["C", "C", "B", "O", "C", "C", "P", "S", "C", "O", "C", "C", "C", "O", "H", "H", "H", "H", "H", "H", "H", "H", "H", "H", "F", "C", "C", "C", "O", "C", "N", "H", "H", "H", "H", "H", "H", "H", "H", "H", "H", "H", "C", "Cl", "Cl", "H", "H", "O", "P", "O", "C", "C", "O", "C", "C", "O", "C", "C", "H", "H", "H", "H", "H", "H", "H", "H", "H", "H", "H", "H", "H", "H", "H", "Al"], "xyz": [[8.416, -5.093, -2.060], [7.273, -3.911, -2.089], [5.893, -4.303, -2.893], [5.470, -3.375, -3.996], [4.912, -5.588, -2.592], [3.479, -5.365, -2.145], [2.692, -3.624, -1.898], [2.962, -3.178, 0.014], [2.472, -6.673, -1.874], [1.439, -6.652, -1.015], [2.751, -8.056, -2.720], [4.160, -8.297, -3.183], [5.337, -7.183, -2.779], [6.572, -7.671, -2.636], [8.264, -5.726, -3.057], [8.294, -5.751, -1.094], [9.468, -4.562, -2.133], [7.771, -2.993, -2.669], [7.092, -3.503, -0.986], [4.799, -3.829, -4.586], [1.273, -3.577, -2.229], [3.340, -2.575, -2.652], [1.951, -8.854, -3.027], [4.462, -9.268, -3.808], [6.773, -4.250, -5.771], [-1.431, 0.349, 2.098], [-0.240, -0.298, 1.394], [1.036, 0.575, 1.411], [1.018, 1.663, 0.481], [0.316, 2.810, 0.936], [-0.632, -0.652, 0.022], [-1.898, 1.137, 1.502], [-2.207, -0.399, 2.297], [-1.131, 0.779, 3.059], [-0.010, -1.223, 1.935], [1.879, -0.056, 1.106], [1.267, 0.932, 2.421], [0.419, 2.959, 2.014], [-0.738, 2.737, 0.658], [0.728, 3.684, 0.424], [0.133, -1.172, -0.413], [-0.670, 0.217, -0.518], [5.798, -0.438, -1.417], [4.114, 0.034, -1.676], [6.071, -0.927, 0.260], [6.037, -1.277, -2.075], [6.446, 0.410, -1.650], [-4.539, 3.590, 2.103], [-5.534, 4.679, 1.634], [-6.851, 4.009, 2.396], [-6.768, 3.558, 3.737], [-7.338, 4.594, 4.684], [-5.808, 4.012, 0.138], [-4.742, 3.399, -0.568], [-4.872, 1.890, -0.472], [-6.645, 5.897, 1.111], [-6.973, 6.943, 2.007], [-5.748, 7.631, 2.574], [-5.745, 3.309, 4.036], [-7.360, 2.640, 3.807], [-6.717, 5.495, 4.686], [-7.381, 4.207, 5.705], [-8.346, 4.891, 4.377], [-3.769, 3.744, -0.201], [-4.816, 3.705, -1.616], [-4.905, 1.555, 0.571], [-4.036, 1.393, -0.971], [-5.806, 1.558, -0.934], [-7.619, 6.561, 2.799], [-7.564, 7.673, 1.444], [-5.155, 6.944, 3.184], [-6.040, 8.479, 3.200], [-5.100, 7.991, 1.769], [2.554, 1.666, -1.589]], "lowdin_charge": [-0.1084, -0.1749, -0.3421, 0.0493, 0.0841, -0.1874, 0.4856, 0.3232, -0.2023, 0.0018, 0.0516, 0.0661, -0.1308, 0.0604, 0.0944, 0.1012, 0.1073, 0.1285, 0.1051, 0.1233, 0.0347, -0.0252, 0.1501, 0.1612, -0.1909, -0.0497, -0.4099, -0.1830, -0.4136, -0.0761, 0.0644, 0.0652, 0.0924, 0.0904, 0.1441, 0.0977, 0.1358, 0.1114, 0.0881, 0.0927, 0.0450, 0.0722, -0.8736, 0.5197, 0.5877, 0.0217, 0.0652, -0.2576, 0.7519, -0.1908, -0.2859, -0.0705, -0.2030, -0.3009, -0.0713, -0.1784, -0.2925, -0.0803, 0.1045, 0.1283, 0.0675, 0.0873, 0.0858, 0.0950, 0.1228, 0.0729, 0.0695, 0.0852, 0.0999, 0.1331, 0.0644, 0.0927, 0.0870, 0.7301], "charge": 2, "lumo_ev": -12.09, "e_tot_ha": -3770.7017, "orbital_gap_ev": 0.986, "fmax_ev_per_a": 9.14}

Entry 3:
{"formula": "C19H38Cl6O4", "method": "wB97M-V/def2-TZVPD", "symbols": ["C", "C", "C", "O", "C", "H", "H", "H", "H", "H", "H", "H", "H", "C", "C", "C", "O", "C", "H", "H", "H", "H", "H", "H", "H", "H", "C", "C", "C", "O", "C", "H", "H", "H", "H", "H", "H", "H", "H", "C", "C", "C", "O", "C", "H", "H", "H", "H", "H", "H", "H", "H", "Cl", "C", "Cl", "H", "H", "Cl", "C", "Cl", "H", "H", "Cl", "C", "Cl", "H", "H"], "xyz": [[-4.762, -4.998, 15.043], [-5.320, -5.465, 13.743], [-5.162, -4.258, 12.831], [-5.079, -3.162, 13.690], [-4.479, -3.498, 14.930], [-3.808, -5.520, 15.112], [-5.385, -5.207, 15.913], [-6.378, -5.718, 13.814], [-4.827, -6.308, 13.259], [-5.999, -4.317, 12.135], [-4.232, -4.270, 12.262], [-4.883, -2.916, 15.758], [-3.403, -3.333, 14.981], [-1.878, -6.871, 21.169], [-0.369, -7.303, 21.134], [-0.435, -8.781, 21.636], [-1.798, -9.091, 21.845], [-2.548, -7.904, 22.048], [-2.226, -6.998, 20.144], [-2.001, -5.833, 21.481], [0.346, -6.645, 21.627], [-0.097, -7.316, 20.078], [0.026, -8.949, 22.610], [0.069, -9.483, 20.972], [-2.658, -7.579, 23.082], [-3.526, -8.203, 21.670], [-3.602, -0.166, 22.897], [-2.407, 0.757, 22.994], [-1.574, 0.046, 24.005], [-1.808, -1.320, 23.736], [-2.932, -1.517, 22.883], [-4.114, 0.053, 21.959], [-4.297, -0.062, 23.730], [-2.661, 1.772, 23.301], [-1.926, 0.766, 22.015], [-1.806, 0.358, 25.024], [-0.500, 0.187, 23.880], [-3.601, -2.301, 23.241], [-2.475, -1.785, 21.931], [-1.986, -1.836, 19.045], [-1.914, -3.288, 19.515], [-3.103, -3.871, 18.739], [-4.052, -2.824, 18.652], [-3.455, -1.555, 18.982], [-1.552, -1.687, 18.057], [-1.558, -1.139, 19.766], [-2.134, -3.367, 20.580], [-0.934, -3.702, 19.278], [-3.547, -4.726, 19.249], [-2.797, -4.169, 17.736], [-3.913, -1.270, 19.929], [-3.478, -0.718, 18.284], [-0.504, -3.570, 15.010], [0.322, -4.489, 16.258], [1.855, -5.131, 15.651], [0.519, -3.869, 17.133], [-0.321, -5.330, 16.516], [-6.125, -2.869, 22.474], [-6.116, -4.391, 21.475], [-4.917, -5.506, 21.973], [-7.103, -4.852, 21.430], [-5.885, -4.129, 20.443], [1.269, -1.236, 21.836], [1.616, -2.866, 22.320], [1.179, -4.039, 21.059], [2.613, -2.927, 22.756], [0.936, -3.116, 23.135]], "lowdin_charge": [-0.1759, -0.1827, -0.2217, -0.1268, -0.1889, 0.1027, 0.1122, 0.1092, 0.1125, 0.1201, 0.1175, 0.1140, 0.0675, -0.1859, -0.1454, -0.1952, -0.1419, -0.2455, 0.1069, 0.0788, 0.0555, 0.0946, 0.1097, 0.1136, 0.1153, 0.1061, -0.1810, -0.1738, -0.2344, -0.1521, -0.2136, 0.1033, 0.1203, 0.1188, 0.1137, 0.1184, 0.0953, 0.0721, 0.0924, -0.1773, -0.1716, -0.2013, -0.1411, -0.1874, 0.1162, 0.1028, 0.0915, 0.0599, 0.0972, 0.1047, 0.1034, 0.1224, 0.5316, -1.0511, 0.5106, 0.0185, 0.0236, 0.5190, -1.0036, 0.6165, 0.0369, 0.0127, 0.5588, -1.0212, 0.5601, 0.0410, 0.0221], "smiles": "C1CCOC1.C1CCOC1.C1CCOC1.C1CCOC1.ClCCl.ClCCl.ClCCl", "lumo_ev": 0.43, "e_tot_ha": -3808.7333, "de_lowest_kcal_mol": 9.04, "orbital_gap_ev": 9.914, "fmax_ev_per_a": 2.19}